*i*
ORCA calculation (the ωB97M-V functional and the def2-TZVPD basis) on a 2-piece molecular cluster, C4H9N overall.

Its SMILES is C=CN.C=C. As for the HOMO energy: -7.91 eV. The net charge is 0. Its spin multiplicity is 1.

Positions of all 14 atoms, in Å:
C (-3.078, 2.703, 2.238)
C (-2.461, 1.794, 1.502)
H (-2.803, 3.784, 2.221)
H (-3.856, 2.551, 3.020)
H (-1.955, 2.052, 0.592)
H (-2.906, 0.760, 1.603)
C (2.885, -2.289, -0.967)
C (1.926, -1.343, -0.861)
N (0.970, -0.945, -1.813)
H (3.377, -2.459, -1.940)
H (2.963, -2.870, -0.037)
H (1.591, -1.025, 0.112)
H (0.218, -0.294, -1.556)
H (0.946, -1.071, -2.799)

***

*ii*
ORCA calculation (the ωB97M-V functional and the def2-TZVPD basis) on an isolated molecule of C4H9N.

Its SMILES is CC1(C)CN1. As for the HOMO energy: -9.66 eV. The net charge is 0. Its spin multiplicity is 1.

Positions of all 14 atoms, in Å:
C (-1.431, -0.855, 0.036)
C (-0.141, 0.012, -0.085)
C (-0.372, 1.556, -0.108)
C (1.103, -0.490, -0.649)
H (-1.054, -1.901, 0.420)
H (-2.245, -0.459, 0.721)
H (-1.899, -0.958, -1.030)
H (-0.283, 1.869, 1.143)
H (0.628, 1.983, -0.625)
H (-1.455, 1.728, -0.649)
H (1.329, -1.482, -1.191)
H (1.664, 0.216, -1.148)
H (1.472, 0.508, 1.174)
N (0.985, -0.407, 0.860)

***

Sorted by energy, starting with the most stable: *i*, *ii*.

***

*i*
ORCA calculation (the ωB97M-V functional and the def2-TZVPD basis) on an isolated molecule of C4H9N.

Its SMILES is C=CCNC. As for the HOMO energy: -8.52 eV. The net charge is 0. Its spin multiplicity is 1.

Positions of all 14 atoms, in Å:
C (1.902, -0.572, 0.696)
N (1.123, -0.662, -0.481)
C (0.176, 0.489, -0.657)
C (-2.335, 0.735, 0.163)
C (-1.166, 0.131, 0.130)
H (2.468, 0.357, 0.614)
H (2.647, -1.511, 0.854)
H (1.361, -0.836, 1.666)
H (0.734, -1.527, -0.808)
H (0.405, 1.513, -0.233)
H (0.125, 0.692, -1.745)
H (-3.334, 0.502, 0.612)
H (-2.806, 1.561, -0.395)
H (-0.925, -0.813, 0.805)

***

*ii*
ORCA calculation (the ωB97M-V functional and the def2-TZVPD basis) on an isolated molecule of C4H9N.

Its SMILES is CNC1CC1. As for the HOMO energy: -8.71 eV. The net charge is 0. Its spin multiplicity is 1.

Positions of all 14 atoms, in Å:
C (2.004, 0.194, 0.079)
C (-0.365, -0.177, 0.462)
C (-1.587, -0.693, 0.010)
C (-1.269, 0.834, -0.171)
H (2.143, 0.337, 1.189)
H (2.901, -0.454, -0.323)
H (1.992, 1.221, -0.376)
H (0.624, -0.873, -1.189)
H (-0.212, -0.282, 1.548)
H (-2.333, -0.961, 0.701)
H (-1.473, -1.236, -0.939)
H (-1.160, 1.361, -1.138)
H (-2.053, 1.415, 0.374)
N (0.787, -0.686, -0.228)

***

Sorted by energy, starting with the most stable: *ii*, *i*.

***

*i*
ORCA calculation (the ωB97M-V functional and the def2-TZVPD basis) on an isolated molecule of C4H9N.

Its SMILES is CC1CNC1. As for the HOMO energy: -9.19 eV. The net charge is 0. Its spin multiplicity is 1.

Positions of all 14 atoms, in Å:
C (-1.946, 0.096, 0.107)
C (-0.478, 0.085, -0.334)
C (0.669, 1.026, 0.102)
C (0.409, -1.022, 0.116)
H (-2.004, -0.049, 1.260)
H (-2.663, 0.872, -0.183)
H (-2.310, -0.917, -0.344)
H (-0.565, 0.063, -1.466)
H (1.058, 1.969, -0.392)
H (0.715, 1.453, 1.098)
H (2.273, -0.283, 0.580)
H (0.252, -1.394, 1.166)
H (0.407, -1.881, -0.535)
N (1.558, -0.135, -0.161)

***

*ii*
ORCA calculation (the ωB97M-V functional and the def2-TZVPD basis) on an isolated molecule of C4H9N.

Its SMILES is C1CCNC1. As for the HOMO energy: -8.76 eV. The net charge is 0. Its spin multiplicity is 1.

Positions of all 14 atoms, in Å:
C (0.192, 0.289, -1.306)
N (0.792, -0.939, -0.717)
C (0.592, -0.906, 0.739)
C (-0.178, 0.330, 1.151)
C (-0.740, 0.907, -0.219)
H (-0.489, -0.005, -2.104)
H (0.998, 1.010, -1.505)
H (0.317, -1.747, -1.093)
H (1.604, -0.809, 1.188)
H (0.074, -1.828, 1.023)
H (-1.099, 0.097, 1.704)
H (0.369, 1.126, 1.652)
H (-0.699, 1.999, -0.126)
H (-1.733, 0.474, -0.387)

***

*iii*
ORCA calculation (the ωB97M-V functional and the def2-TZVPD basis) on a 2-piece molecular cluster, C4H9N overall.

As for the HOMO energy: -7.16 eV. The net charge is 0. Its spin multiplicity is 1.

Positions of all 14 atoms, in Å:
C (-1.786, 0.507, -0.280)
C (-0.604, -0.111, 0.384)
C (-0.071, -1.493, 0.471)
N (0.588, -0.353, -0.143)
C (1.627, -0.067, -0.865)
H (-2.648, 0.519, 0.393)
H (-1.569, 1.545, -0.554)
H (-2.079, -0.033, -1.196)
H (0.872, 1.619, 1.541)
H (-0.331, -2.276, -0.254)
H (0.342, -1.864, 1.411)
H (1.673, 0.892, -1.365)
H (1.546, 1.892, 1.364)
H (2.442, -0.776, -0.908)

***

*iv*
ORCA calculation (the ωB97M-V functional and the def2-TZVPD basis) on an isolated molecule of C4H9N.

Its SMILES is CCN1CC1. As for the HOMO energy: -8.88 eV. The net charge is 0. Its spin multiplicity is 1.

Positions of all 14 atoms, in Å:
C (-1.932, 0.244, -0.183)
C (-0.729, -0.597, 0.164)
C (1.367, 0.872, 0.091)
C (1.727, -0.546, -0.131)
H (-2.933, -0.102, 0.164)
H (-1.841, 1.266, 0.277)
H (-1.969, 0.360, -1.300)
H (-0.471, -0.455, 1.206)
H (-0.885, -1.669, -0.072)
H (1.782, 1.564, -0.588)
H (1.194, 1.232, 1.098)
H (1.822, -1.250, 0.714)
H (2.432, -0.853, -0.905)
N (0.436, -0.066, -0.536)

***

Sorted by energy, starting with the most stable: *ii*, *iv*, *i*, *iii*.

***

*i*
ORCA calculation (the ωB97M-V functional and the def2-TZVPD basis) on a 2-piece molecular cluster, C7H18 overall.

Its SMILES is CC(C)C.CCC. As for the HOMO energy: -10.55 eV. The net charge is 0. Its spin multiplicity is 1.

Positions of all 25 atoms, in Å:
C (1.202, 2.919, 0.218)
C (1.436, 1.668, 1.159)
C (-0.232, 2.984, -0.230)
H (1.623, 3.742, 0.918)
H (1.997, 2.674, -0.539)
H (0.498, 1.460, 1.597)
H (2.180, 1.936, 1.971)
H (-0.711, 2.088, -0.304)
H (-0.829, 3.557, 0.352)
H (1.893, 0.757, 0.635)
H (-0.357, 3.250, -1.330)
C (-0.640, -1.791, 0.069)
C (-1.986, -2.651, -0.078)
C (0.631, -2.723, -0.299)
C (-0.493, -0.507, -0.811)
H (-0.468, -1.265, 1.115)
H (-1.870, -3.351, 0.663)
H (0.906, -2.469, -1.414)
H (1.432, -2.432, 0.265)
H (0.426, -3.743, -0.105)
H (-0.628, 0.430, -0.458)
H (0.600, -0.505, -1.011)
H (-1.155, -0.539, -1.713)
H (-2.312, -3.074, -1.045)
H (-2.725, -1.903, 0.229)

***

*ii*
ORCA calculation (the ωB97M-V functional and the def2-TZVPD basis) on a 2-piece molecular cluster, C7H18 overall.

Its SMILES is CC(C)C.CCC. As for the HOMO energy: -10.94 eV. The net charge is 0. Its spin multiplicity is 1.

Positions of all 25 atoms, in Å:
C (-1.120, 1.557, -0.343)
C (-2.233, 2.531, -0.825)
C (-1.217, 1.444, 1.192)
C (-1.255, 0.230, -1.089)
H (-0.213, 2.103, -0.640)
H (-2.052, 3.533, -0.450)
H (-3.200, 2.201, -0.428)
H (-0.222, 1.409, 1.651)
H (-1.634, 2.369, 1.570)
H (-1.808, 0.562, 1.447)
H (-2.004, -0.423, -0.638)
H (-1.465, 0.460, -2.127)
H (-0.299, -0.292, -1.067)
H (-2.343, 2.556, -1.913)
C (2.018, -1.986, 0.912)
C (2.496, -0.674, 0.279)
C (1.271, -2.871, -0.069)
H (2.857, -2.550, 1.327)
H (1.415, -1.790, 1.794)
H (2.694, 0.142, 0.978)
H (0.747, -3.607, 0.539)
H (0.517, -2.342, -0.643)
H (1.772, -0.214, -0.393)
H (3.409, -0.942, -0.258)
H (1.870, -3.408, -0.807)

***

Sorted by energy, starting with the most stable: *ii*, *i*.

***

*i*
ORCA calculation (the ωB97M-V functional and the def2-TZVPD basis) on an isolated molecule of C5H13NSi.

As for the HOMO energy (spin up / spin down): -7.63 / -6.40 eV. The net charge is 0. Its spin multiplicity is 1.

Positions of all 20 atoms, in Å:
C (2.517, 0.285, -0.008)
C (1.347, -0.147, -1.100)
C (2.094, 0.112, 1.409)
C (-1.524, -1.711, -0.061)
C (-2.743, 1.238, 0.537)
N (0.120, 0.465, -0.967)
Si (-1.104, 0.198, 0.237)
H (3.306, -0.270, -0.470)
H (2.718, 1.283, -0.238)
H (1.831, 0.127, -2.090)
H (1.265, -1.183, -1.045)
H (2.342, -0.845, 2.027)
H (1.906, 0.999, 1.973)
H (-1.999, -2.069, 0.807)
H (-2.126, -1.797, -0.994)
H (-0.608, -2.201, -0.229)
H (-3.434, 1.638, -0.342)
H (-3.390, 0.436, 0.912)
H (-2.566, 2.037, 1.153)
H (0.047, 1.406, -1.510)

***

*ii*
ORCA calculation (the ωB97M-V functional and the def2-TZVPD basis) on an isolated molecule of C5H13NSi.

Its SMILES is C[Si](C)(C)N1CC1. As for the HOMO energy: -8.47 eV. The net charge is 0. Its spin multiplicity is 1.

Positions of all 20 atoms, in Å:
C (0.230, -0.867, -2.084)
C (1.551, -0.740, -1.450)
C (-1.023, -1.154, 0.995)
C (-1.570, 1.852, 0.064)
C (1.229, 0.660, 1.618)
N (0.563, 0.282, -1.300)
Si (-0.220, 0.527, 0.501)
H (0.170, -0.826, -3.129)
H (-0.462, -1.611, -1.604)
H (1.733, -1.340, -0.563)
H (2.445, -0.524, -2.010)
H (-0.256, -1.890, 1.448)
H (-1.857, -1.052, 1.653)
H (-1.487, -1.517, 0.089)
H (-1.383, 2.918, 0.059)
H (-1.934, 1.562, -0.873)
H (-2.445, 1.622, 0.775)
H (1.128, -0.029, 2.480)
H (2.185, 0.482, 1.210)
H (1.402, 1.646, 2.119)

***

*iii*
ORCA calculation (the ωB97M-V functional and the def2-TZVPD basis) on a 2-piece molecular cluster, C5H13NSi overall.

As for the HOMO energy (spin up / spin down): -7.72 / -6.17 eV. The net charge is 0. Its spin multiplicity is 1.

Positions of all 20 atoms, in Å:
C (2.164, -0.189, 0.273)
C (1.746, 0.571, -0.665)
C (1.321, -1.165, 1.062)
C (2.106, 1.772, -1.352)
C (-1.964, -1.226, -0.958)
N (-2.693, 0.205, 1.485)
Si (-1.871, 0.405, 0.050)
H (3.183, -0.280, 0.751)
H (0.216, -0.967, 0.929)
H (1.565, -2.164, 0.985)
H (1.528, -0.800, 2.070)
H (1.667, 2.567, -0.736)
H (3.177, 1.945, -1.514)
H (1.610, 1.753, -2.328)
H (-2.372, -2.023, -0.417)
H (-2.496, -0.993, -1.886)
H (-0.970, -1.686, -1.288)
H (-2.950, 1.062, 1.979)
H (-2.624, -0.543, 2.090)
H (-2.343, 1.757, -0.529)

***

*iv*
ORCA calculation (the ωB97M-V functional and the def2-TZVPD basis) on a 2-piece molecular cluster, C5H13NSi overall.

As for the HOMO energy (spin up / spin down): -6.42 / -8.80 eV. The net charge is 0. Its spin multiplicity is 1.

Positions of all 20 atoms, in Å:
C (3.119, -0.689, 0.084)
C (3.008, 0.738, -0.294)
C (-1.226, -0.587, 1.709)
C (-1.841, -1.056, -1.625)
C (-1.182, 1.757, -0.398)
N (2.159, -0.276, -0.827)
Si (-0.944, -0.136, -0.147)
H (4.004, -1.371, -0.162)
H (2.721, -1.037, 1.049)
H (2.513, 1.296, 0.541)
H (3.842, 1.136, -0.852)
H (-2.184, -0.255, 1.968)
H (-0.973, -1.667, 1.897)
H (-0.430, -0.153, 2.333)
H (-1.493, -2.155, -1.591)
H (-2.854, -0.846, -1.642)
H (-1.468, -0.668, -2.484)
H (-0.794, 2.225, 0.520)
H (-0.686, 1.986, -1.364)
H (-2.368, 1.845, -0.365)

***

Sorted by energy, starting with the most stable: *ii*, *i*, *iii*, *iv*.

***

*i*
ORCA calculation (the ωB97M-V functional and the def2-TZVPD basis) on a 2-piece molecular cluster, C2H4NO overall.

As for the HOMO energy (spin up / spin down): -15.35 / -14.82 eV. The net charge is +1. Its spin multiplicity is 1.

Positions of all 8 atoms, in Å:
C (-1.998, -1.209, -0.116)
C (0.954, 0.252, -0.024)
N (-1.481, -1.939, -0.864)
O (-0.895, -2.626, -1.590)
H (-2.672, -0.661, 0.486)
H (1.128, -0.356, 0.851)
H (1.374, -0.026, -0.982)
H (0.420, 1.191, 0.070)

***

*ii*
ORCA calculation (the ωB97M-V functional and the def2-TZVPD basis) on a 2-piece molecular cluster, C2H4NO overall.

As for the HOMO energy (spin up / spin down): -16.07 / -16.07 eV. The net charge is +1. Its spin multiplicity is 1.

Positions of all 8 atoms, in Å:
C (-1.458, 0.657, 0.428)
C (0.668, -0.512, -0.009)
N (-2.444, 0.223, -0.025)
O (-3.274, -0.453, -0.330)
H (-0.861, 1.466, 0.775)
H (0.424, -1.329, 0.647)
H (0.079, -0.503, -1.035)
H (1.334, 0.265, 0.139)

***

Sorted by energy, starting with the most stable: *ii*, *i*.